## a
# C10H17P

A 2-piece molecular cluster, C10H17P overall (wB97M-V/def2-TZVPD, the Open Molecules 2025 dataset).

```
28
Properties=species:S:1:pos:R:3
C 2.10018 1.87584 0.53388
H 1.09920 -1.45755 -1.23021
C -0.71475 0.84773 -1.16084
H -1.32664 1.74629 -1.14863
H -3.61493 0.93342 1.77268
H 0.20267 -0.56657 1.85459
C -2.00557 -0.15953 0.75784
C -0.32876 -2.71017 -0.64069
C 0.50057 -2.18294 -1.72513
C -2.64548 1.19785 1.21823
H -1.93644 -0.84176 1.59097
C 1.81350 0.38277 0.71960
C -0.69443 0.17239 0.14730
H -2.80852 1.80154 0.32308
H -1.74681 1.63012 1.77328
H 2.63549 -1.63183 0.35432
C 2.75015 -0.54174 0.54653
H 2.61548 2.05878 -0.50763
H -1.21607 0.27482 -1.99112
H -2.73523 -0.64194 0.07889
H 2.82502 2.40232 1.28577
H 1.15618 2.48401 0.54398
C 0.38945 0.00563 0.89404
H 3.66776 -0.14799 0.13680
P -1.20554 -3.75670 0.10519
H 1.13578 -2.90441 -2.19812
H 0.23011 1.30101 -1.66375
H -0.14237 -1.57139 -2.37085
```

HOMO-LUMO gap, eV: 9.2
SMILES string: C=C(C)/C=C(\C)CC.CC#P
HOMO level, Eh: -0.3159
LUMO, eV: 0.6

Here are the Mulliken charges for atoms 1 to 5, given in e:
1 C -1.25
2 H -0.01
3 C -1.60
4 H 0.41
5 H 0.34

=====

## b
# C10H17P

The molecule C10H17P (wB97M-V/def2-TZVPD, the Open Molecules 2025 dataset).

```
28
Properties=species:S:1:pos:R:3
C 0.48277 -1.04098 -0.32133
C 1.33586 2.52148 0.52272
H -0.97414 -0.25316 -1.89322
H -0.14172 -0.28098 1.48062
H 1.74152 -2.82248 -0.55255
H 3.19235 -1.42259 -0.74621
C -0.69639 1.18103 -0.32900
C -2.09805 -1.05863 -0.06424
C 1.39112 0.16232 -0.43692
C 0.61159 1.45048 -0.18853
H 1.73583 1.92935 1.36616
H -1.90182 -0.88894 1.00502
H -2.49480 2.49516 -0.68178
H -0.03052 -3.04330 -0.95316
H -2.53816 1.43617 0.71452
H 1.56119 -0.84303 1.60845
C -0.90600 -0.26608 -0.72055
C 0.53101 -1.12450 1.29697
H 1.00313 -2.36331 -2.05789
H -2.16605 -2.11413 -0.43842
H 0.16959 -2.10268 1.57837
H -1.56776 2.97010 0.71498
P 3.05718 0.00909 -0.49502
H 0.65312 3.24642 0.93463
H 2.07872 3.13191 0.07044
H -3.00303 -0.57554 -0.51359
C 0.80957 -2.36710 -0.96704
C -1.83609 2.03394 0.06654
```

HOMO-LUMO gap, eV: 8.3
SMILES string: [H]/P=C1/C(C)=C(C)[C@H](C)C1(C)C
HOMO level, Eh: -0.2933
LUMO, eV: 0.3

Here are the Mulliken charges for atoms 1 to 5, given in e:
1 C 1.15
2 C -1.59
3 H 0.43
4 H 0.44
5 H 0.45

=====

Pick b: it beats the second-best structure by 1.447 eV.

=====

## a
# C48H39N9O5S2Sn

C48H39N9O5S2Sn as an isolated structure (wB97M-V/def2-TZVPD, the Open Molecules 2025 dataset).

```
104
Properties=species:S:1:pos:R:3
H -1.53102 -5.42578 6.54763
C -0.07811 -2.19743 5.29490
C 0.49791 2.06018 2.41990
C 0.81648 -3.24044 5.11109
H 0.19850 3.73737 -6.77033
C -2.29407 -5.63328 5.79984
H 1.24940 3.89628 5.03911
C -0.04074 4.33316 2.91312
C -4.35350 -5.50187 3.88384
H 0.86780 -4.05130 5.82882
O -3.03688 -4.44747 5.64699
H -1.80921 -5.92317 4.86310
C -3.57452 -0.25930 -0.45287
H 4.55961 1.54807 -4.82006
C -5.91008 -0.91950 -0.18108
H 1.04096 1.13416 2.57583
N 3.18052 -1.29616 -0.00752
C -5.16168 -2.96561 3.11411
C 2.43668 -2.15248 1.91285
C 3.99055 -0.23780 -1.99401
O 2.44608 2.13058 6.07041
N 2.31984 -1.24472 1.01845
H -5.47028 -1.97404 2.81125
C -0.10597 -1.19890 4.33002
N -1.96574 -2.00863 -0.61154
C 1.54638 -2.18500 3.07588
C -0.95440 4.30538 1.87814
H -0.73497 -2.15585 6.15333
C 3.13647 -0.19904 -0.77123
C -4.22178 -2.65971 -0.02799
O -2.68902 0.61636 -0.55923
O 3.18441 1.91291 -2.71642
C -3.89595 -4.39318 4.57692
H 3.20728 -2.92780 1.84421
C -5.22820 -5.33535 2.81303
H 3.13123 3.90968 2.64155
H 0.10674 5.23371 3.50121
C 0.06403 3.10807 -4.72612
H 0.23365 -0.48563 -6.03710
C -3.80013 -4.00413 -0.09869
N -0.40506 2.03688 1.44290
H 6.81190 1.95136 -0.96528
C 1.63406 -3.23701 3.99723
N 3.10919 1.50764 3.99695
H 4.86402 -2.11395 -1.53381
H -4.04130 -6.49938 4.16265
C 5.57984 -1.37837 -3.42608
C 4.82758 -1.31906 -2.26566
C 4.62206 0.90462 2.24094
C 0.09536 0.73302 -4.29313
C 3.76684 3.13958 2.23824
C -3.24145 -1.69183 -0.34286
C 4.56221 3.42371 1.14123
N -6.67144 -3.00560 0.56358
H -0.78930 -0.35814 4.41593
H -6.96077 -0.65231 -0.13797
H 2.33806 -4.04253 3.82358
C -4.32714 -3.12431 4.19790
S 0.09108 -0.69062 -3.26061
N 0.67551 -1.18189 3.26024
C -1.58835 -3.26388 -0.60695
H -2.91637 -6.46432 6.15044
H 6.05137 -0.38264 -5.27479
H 7.03031 3.58327 -0.30728
N 1.57124 3.26482 4.32290
H 2.68559 1.76581 -1.86662
H 0.02480 4.11714 -4.33265
C 0.21398 1.59076 -6.57198
H -5.24951 1.07155 -0.63076
O 2.48372 0.85412 -0.52653
C -4.96796 0.04314 -0.44372
C 0.16327 2.89376 -6.08964
C -2.49081 -4.30658 -0.37245
C 6.28933 2.82952 -0.58721
C -1.11442 3.12592 1.16926
C 2.38016 2.28342 4.85761
H -2.16242 -5.33691 -0.42923
H -3.97564 -2.26927 4.76166
C 5.41923 1.20837 1.14964
N -6.63471 -3.95864 1.39912
H 0.27889 1.39793 -7.63726
C 0.18485 0.53530 -5.67719
C 0.70247 3.19511 3.20512
C -5.62594 -4.07521 2.38869
C 0.01109 2.05241 -3.80704
H -1.82822 3.02905 0.35774
H -5.58843 -6.20353 2.27308
C 3.91940 0.81639 -2.92219
S -0.17556 2.46616 -2.10936
C -5.59041 -2.24358 0.16133
H 5.68694 3.23509 -1.40153
H -0.54203 -3.45246 -0.82842
C 5.48069 -0.34295 -4.35331
H -1.53710 5.18281 1.63033
H 4.62187 -0.10158 2.64444
H -4.51475 -4.80255 0.02070
C 3.79857 1.86862 2.80724
H 6.22911 -2.22446 -3.61705
C 5.41511 2.47773 0.58717
Sn -0.17715 0.20201 -0.80978
C 4.66134 0.73985 -4.10646
H 6.04062 0.43267 0.71821
H 3.48904 0.69978 4.46397
H 4.51469 4.41478 0.70353
```

HOMO-LUMO gap, eV: 5.6
HOMO level, Eh: -0.0699
Charge: -2
LUMO, eV: 3.7

Here are the Mulliken charges for atoms 1 to 5, given in e:
1 H 0.23
2 C -0.89
3 C -0.37
4 C -0.23
5 H 0.32

=====

## b
# C48H39N9O5S2Sn

C48H39N9O5S2Sn as an isolated structure (wB97M-V/def2-TZVPD, the Open Molecules 2025 dataset).

```
104
Properties=species:S:1:pos:R:3
C -2.19202 1.80611 1.31062
C 0.57235 1.42196 -2.23013
H -4.44933 3.16522 -2.49633
C 5.48890 -1.69804 0.56812
C -1.61151 -4.74774 1.91287
H -5.85540 1.71492 2.64371
C -4.69477 -1.93302 2.26599
H 2.54093 -0.45304 -4.88281
C 2.08953 -1.17772 4.17405
C -6.94191 0.52158 0.43112
H 5.36587 -2.61392 0.00185
N 1.24731 0.41674 -7.08854
C -3.53317 5.13774 0.11271
C -3.46150 2.46922 -0.73126
C 0.94445 2.28327 -3.30205
N -2.88499 -3.88151 3.74654
C 4.44889 0.43419 -5.19413
O 6.54081 1.56772 -5.75104
H -3.58198 6.16762 0.44523
O -3.49697 1.19370 -1.12960
H 6.55674 1.35017 -3.68131
N 0.27467 0.22167 -6.31033
C 4.35710 -0.89286 0.74901
C -1.05337 -2.55377 2.67593
H 1.34816 3.25343 -3.04223
C -4.08272 4.76823 -1.11160
N -0.70605 1.40954 2.95169
N -3.56782 -1.73204 4.46543
C -0.38904 1.45930 4.19123
H -3.60203 -1.15814 5.29239
N -0.47716 -0.66188 -1.65467
C -4.72258 0.12142 3.49071
H -0.87753 2.13212 4.90404
H 5.26204 2.51085 -7.72190
C 7.10404 1.03288 -4.57305
H -1.23850 -1.53211 -5.33150
H -7.91946 0.03604 0.50001
H 1.23438 2.55846 -5.39207
H -2.46632 4.42397 1.84615
C 4.48796 0.30452 1.48695
C -4.03538 3.45505 -1.53815
C 5.22056 1.27476 -5.98723
S 3.17184 1.42007 1.79929
H 7.13215 -0.06127 -4.59920
C -2.92205 4.17488 0.89795
C -2.88335 2.84217 0.49859
H -4.54982 5.51740 -1.74123
C -0.31837 -0.12348 -3.99902
C -1.05013 -1.28991 -4.29361
H 2.17023 -0.55542 7.48391
C -5.55558 0.67929 2.53774
C 0.63443 0.53766 4.66559
C 3.12257 0.20736 -5.51221
H 4.85879 -0.04452 -4.31532
C 1.90203 -0.47626 6.43658
O 0.78591 1.75498 -1.03140
C -5.52995 -1.36139 1.32089
C -0.08927 0.17198 -2.63088
H 7.58323 -2.00281 0.92543
O -2.25057 0.60083 0.95255
N -1.61077 2.23974 2.43592
C 2.52777 0.79759 -6.63472
H -2.98832 0.69170 -0.40555
C 6.72744 -1.35481 1.08302
C 4.64880 1.86097 -7.10942
N -0.01773 -2.49740 1.84382
H -2.11085 -2.95489 -3.46600
H -1.49738 -2.34374 -1.11897
H -1.19148 -1.68671 3.31035
C 2.46833 -1.33123 5.50017
N 1.19190 -0.29513 3.76978
C -0.54849 -4.66684 1.03358
H -2.94837 -4.84123 4.04475
C 6.86094 -0.17155 1.80021
C 5.75286 0.63517 1.99363
H -5.82411 -1.95326 0.46127
H 1.11069 -3.42336 0.40967
H 7.82579 0.12303 2.19947
C -3.28228 -3.03423 4.76637
H -7.07546 1.59154 0.58972
C 0.99480 0.47809 6.01884
C -1.51008 -2.07505 -3.26969
H -2.22496 -5.64132 1.96499
H 0.55198 1.17312 6.72244
S 2.85339 -1.43301 0.02207
H 2.88947 2.07044 -8.31639
H 8.12263 1.41290 -4.52337
H 2.52259 -1.79316 3.38929
C 0.87468 1.89234 -4.61559
H 3.18403 -2.08939 5.78771
O -3.41524 -3.46503 5.90377
H -4.37336 -2.95545 2.14184
C -5.99377 -0.05765 1.44534
H -0.32135 -5.48755 0.36594
C -1.87259 -3.68473 2.77249
C 0.28636 0.68531 -5.00893
H -6.55374 0.36632 -0.57584
C 3.32747 1.61505 -7.43646
C -1.17458 -1.73077 -1.95382
C 0.23512 -3.52430 1.04201
H 5.84427 1.55985 2.55094
H -4.39494 0.72110 4.33266
Sn 0.96837 0.20495 0.94405
C -4.29513 -1.19561 3.37658
```

HOMO-LUMO gap, eV: 5.6
HOMO level, Eh: -0.0637
Charge: -2
LUMO, eV: 3.9

Here are the Mulliken charges for atoms 1 to 5, given in e:
1 C 0.53
2 C 0.84
3 H 0.43
4 C -0.66
5 C -0.64

=====

Pick a: it beats the second-best structure by 0.362 eV.

=====

## a
# C4H6ClF

The molecule C4H6ClF (wB97M-V/def2-TZVPD, the Open Molecules 2025 dataset).

```
12
Properties=species:S:1:pos:R:3
H -0.22773 -1.40847 -1.14190
H -1.95262 -0.47886 0.36411
H 0.91738 -0.57077 -2.08812
C 1.29373 -0.46102 0.25185
H -1.80596 1.55043 0.17462
H 0.88209 -1.18402 0.93449
C -1.31638 0.43296 0.63190
Cl 0.89279 2.00684 -0.47868
H 2.25073 -0.01846 0.37258
C 0.05421 0.32498 -0.09522
F -1.52371 0.62172 2.01685
C 0.53546 -0.81533 -0.94248
```

HOMO-LUMO gap, eV: 11.0
SMILES string: FCC1(Cl)CC1
HOMO level, Eh: -0.3708
LUMO, eV: 0.9

Here are the Mulliken charges for atoms 1 to 5, given in e:
1 H 0.33
2 H 0.21
3 H 0.19
4 C -0.73
5 H 0.22

=====

## b
# C4H6ClF

A 2-piece molecular cluster, C4H6ClF overall (wB97M-V/def2-TZVPD, the Open Molecules 2025 dataset).

```
12
Properties=species:S:1:pos:R:3
H 0.30401 2.18621 -1.43985
F -0.40591 1.25248 1.93030
C -0.21774 -0.87754 0.03012
H -1.16018 -0.97766 -0.53253
Cl 1.90589 0.71360 0.36769
H -1.35885 1.71946 -0.63821
H -0.49998 0.71230 -1.77334
H -0.16474 -2.81447 0.92609
C -0.33776 1.36139 -0.90801
H 1.29176 -1.82198 1.25231
C 0.30393 0.41210 0.02498
C 0.33957 -1.86589 0.76044
```

HOMO-LUMO gap, eV: 8.5
HOMO level, Eh: -0.3658
LUMO, eV: -1.5

Here are the Mulliken charges for atoms 1 to 5, given in e:
1 H 0.32
2 F -0.64
3 C -0.18
4 H 0.28
5 Cl -0.11

=====

Pick b: it beats the second-best structure by 0.152 eV.

=====

## a
# C10H15N5

A 5-piece molecular cluster, C10H15N5 overall (wB97M-V/def2-TZVPD, the Open Molecules 2025 dataset).

```
30
Properties=species:S:1:pos:R:3
C -13.61432 -14.43873 -11.23165
C -10.78819 -18.01352 -14.57121
H -10.30373 -17.33805 -15.27661
H -13.46295 -13.40056 -10.94478
N -10.68072 -15.79100 -9.68515
C -7.24631 -20.88580 -9.85631
H -5.93041 -20.71581 -11.44840
H -6.64893 -22.34360 -11.27716
H -11.63971 -17.55406 -14.08496
H -3.58590 -14.72135 -7.10672
C -3.26363 -14.81582 -8.14599
H -13.27211 -15.12797 -10.46104
H -2.22416 -15.13155 -8.09017
N -4.73647 -16.77228 -9.08045
C -12.86468 -14.68885 -12.46296
N -8.92698 -18.94882 -13.00078
C -4.06528 -15.92321 -8.69422
H -7.59964 -16.72357 -9.79089
H -14.68895 -14.59878 -11.31384
C -6.26359 -21.48426 -10.74137
H -11.12989 -18.87163 -15.15635
C -8.46006 -16.98153 -10.39788
N -12.24013 -14.86717 -13.40637
N -8.01537 -20.40561 -9.15853
C -9.70463 -16.29738 -10.00512
H -5.32587 -21.72358 -10.23692
H -3.42809 -13.90244 -8.70138
H -8.34276 -16.78125 -11.45966
C -9.73850 -18.52824 -13.69575
H -8.66126 -18.04773 -10.28967
```

HOMO-LUMO gap, eV: 11.8
SMILES string: CC#N.CC#N.CC#N.CC#N.CC#N
HOMO level, Eh: -0.4077
LUMO, eV: 0.7

Here are the Mulliken charges for atoms 1 to 5, given in e:
1 C -0.73
2 C -0.77
3 H 0.27
4 H 0.24
5 N -0.40

=====

## b
# C10H15N5

C10H15N5 as an isolated structure (wB97M-V/def2-TZVPD, the Open Molecules 2025 dataset).

```
30
Properties=species:S:1:pos:R:3
H -4.47305 -0.61594 3.97528
C -5.94070 -4.26248 4.43840
H -5.16554 -4.64492 5.10246
H -2.23107 -4.41920 -2.49468
N -5.30072 -4.56242 1.82840
C -1.63426 -4.81472 -3.31655
C -5.57078 -4.46472 2.99211
C -0.18599 -5.02350 -2.93542
H -5.90821 -0.21060 3.13391
C -5.29315 -1.06536 3.41533
H -2.60980 -2.99813 0.23349
N 0.89334 -5.26116 -2.58386
H -6.81294 -4.89992 4.58322
N -2.32277 -4.44372 -1.40416
N 0.38028 -3.36952 -0.78112
C -1.95676 -2.27746 -0.25871
C -3.15330 -4.33769 -0.61444
C -4.76165 -1.75205 2.15015
H -1.67465 -4.24213 -4.24315
N -4.27524 -2.33917 1.28387
H -5.18438 -4.48576 0.04515
H -4.07058 -3.21005 0.68530
H -3.85398 -4.92510 1.15647
C -4.16975 -4.24683 0.36380
H -2.05227 -5.78400 -3.58833
H -1.88207 -1.38898 0.36829
H -2.49982 -2.09530 -1.18607
H -5.73871 -1.82660 4.05571
C -0.63237 -2.88350 -0.55177
H -6.07379 -3.19303 4.60170
```

HOMO-LUMO gap, eV: 7.1
HOMO level, Eh: -0.2717
LUMO, eV: -0.3

Here are the Mulliken charges for atoms 1 to 5, given in e:
1 H 0.30
2 C -0.85
3 H 0.27
4 H -0.07
5 N -0.51

=====

Pick a: it beats the second-best structure by 13.403 eV.